Entry 1:
Here is a cluster of 2 separate species, C3H7IO2S in total from the Open Molecules 2025 dataset. Energies are from ωB97M-V/def2-TZVPD.

Each line ends with the Löwdin charge.
Positions of all 14 atoms, in Å:
C -1.913 -0.459 -1.109  -0.05
C 2.119 1.611 2.121  -0.22
C 1.152 -1.249 -0.346  -0.64
O 1.133 -0.829 3.018  -0.48
O 1.551 -0.354 0.394  -0.40
S 2.233 -0.251 2.273  0.98
I 1.393 -3.331 0.111  0.65
H -1.669 0.470 -0.497  0.04
H -2.120 -0.076 -2.121  0.03
H -2.761 -0.954 -0.614  0.02
H 2.352 1.517 1.019  0.05
H 1.212 2.189 2.228  0.06
H 2.900 2.088 2.679  0.03
H -1.034 -1.036 -1.048  -0.07

HOMO level (spin up / spin down): -7.9 / -7.9 eV
gap between HOMO and LUMO (spin up / spin down): 0.24560 / 0.24503 hartree
net charge: 0
E_LUMO (spin up / spin down): -1.212 / -1.221 eV

Entry 2:
Here is a cluster of 11 separate species, H22O11 in total from the Open Molecules 2025 dataset. Energies are from ωB97M-V/def2-TZVPD.

Each line ends with the Löwdin charge.
Positions of all 33 atoms, in Å:
O -2.912 -0.167 0.408  0.29
H -3.442 -0.026 -0.273  0.06
H -1.927 0.013 0.434  0.09
H -3.198 0.378 1.222  0.22
O -0.419 0.584 -0.199  -0.40
H 0.079 -0.212 0.185  0.00
O 0.767 2.738 -1.539  -0.18
H 0.251 1.804 -1.289  0.04
H 1.516 2.335 -2.089  0.03
O 0.323 -2.077 1.850  0.02
H 0.588 -2.193 2.771  0.10
H 1.090 -1.979 1.464  -0.07
O 2.208 0.598 -2.454  0.01
H 1.329 0.468 -2.631  -0.04
H 2.425 0.031 -1.773  -0.03
O -2.589 2.101 -0.999  -0.05
H -1.679 1.831 -0.712  0.01
H -2.858 2.681 -0.311  0.02
O 2.330 -1.034 0.036  -0.02
H 2.889 -1.749 -0.343  0.10
H 2.912 -0.786 0.727  0.04
O -0.993 -3.747 0.059  -0.06
H -1.595 -3.970 0.713  -0.02
H -0.485 -3.017 0.538  0.02
O 1.932 2.403 1.405  -0.07
H 2.276 1.612 1.829  0.01
H 1.286 1.877 0.853  0.01
O -0.475 -0.433 -2.661  -0.01
H -0.558 -1.366 -2.742  0.04
H -0.267 -0.281 -1.788  -0.08
O -0.201 0.725 2.790  -0.06
H -0.309 -0.193 2.676  -0.04
H -0.289 1.039 1.845  0.02

HOMO level: -9.2 eV
gap between HOMO and LUMO: 0.30882 hartree
net charge: 0
E_LUMO: -0.842 eV

Entry 3:
Here is a structure of composition C31H36N5O10SiW from the Open Molecules 2025 dataset. Energies are from ωB97M-V/def2-TZVPD.

Each line ends with the Löwdin charge.
Positions of all 84 atoms, in Å:
W 0.214 0.284 0.239  1.94
C -1.492 1.606 2.994  -0.09
N -0.594 2.335 2.079  -0.21
C 0.430 2.955 2.928  -0.20
C 1.692 3.345 2.179  -0.14
C 2.535 2.121 1.778  -0.18
N 1.817 0.848 1.740  -0.06
C 2.335 -0.052 2.521  -0.06
C 2.220 -1.464 2.393  -0.14
C 2.617 -2.317 3.435  -0.04
C 2.491 -3.682 3.330  -0.10
C 1.969 -4.238 2.161  -0.07
C 1.626 -3.431 1.094  0.00
C 1.760 -2.042 1.178  -0.33
O 1.502 -1.273 0.148  -0.20
C -1.421 3.343 1.400  -0.20
C -0.774 4.199 0.307  -0.15
C -0.042 3.380 -0.776  -0.24
N -0.638 2.077 -0.853  -0.17
C -1.491 1.876 -1.870  -0.13
C -2.531 0.921 -1.831  -0.18
C -3.387 0.669 -2.924  -0.06
C -4.453 -0.199 -2.813  -0.13
C -4.722 -0.822 -1.593  -0.12
C -3.889 -0.602 -0.501  -0.03
C -2.774 0.224 -0.610  -0.33
O -1.924 0.382 0.413  -0.25
H -1.915 2.293 3.743  0.09
H -0.939 0.818 3.500  0.08
H -2.298 1.137 2.441  0.08
H 0.702 2.230 3.698  0.12
H 0.009 3.833 3.439  0.12
H 2.298 3.981 2.829  0.11
H 1.441 3.931 1.302  0.07
H 3.375 2.032 2.472  0.11
H 2.951 2.278 0.783  0.08
H 2.983 0.304 3.324  0.13
H 3.009 -1.877 4.347  0.11
H 2.799 -4.322 4.147  0.09
H 1.834 -5.310 2.085  0.10
H 1.236 -3.854 0.178  0.12
H -1.842 4.025 2.157  0.12
H -2.250 2.802 0.947  0.11
H -0.111 4.959 0.730  0.09
H -1.603 4.733 -0.165  0.11
H 1.022 3.273 -0.554  0.08
H -0.126 3.910 -1.733  0.11
H -1.451 2.551 -2.728  0.11
H -3.193 1.176 -3.864  0.10
H -5.085 -0.397 -3.670  0.09
H -5.566 -1.494 -1.498  0.09
H -4.073 -1.096 0.446  0.12
O -2.071 -1.888 2.476  0.10
C -1.293 -1.617 1.590  -0.53
O -0.319 -0.746 1.766  -0.23
C -1.396 -2.364 0.265  -0.05
C -2.120 -3.536 0.373  0.08
C -2.498 -4.271 -0.740  -0.13
C -2.137 -3.846 -2.003  0.09
C -1.364 -2.716 -2.142  -0.04
C -0.982 -1.906 -1.028  -0.20
O -0.385 -0.753 -1.241  -0.19
N -0.974 -2.394 -3.491  -0.34
O -1.700 -2.770 -4.395  0.07
O 0.095 -1.863 -3.678  0.10
N -3.277 -5.469 -0.589  -0.36
O -3.556 -5.842 0.537  0.07
O -3.623 -6.066 -1.594  0.06
H -2.429 -3.855 1.357  0.13
H -2.439 -4.397 -2.879  0.13
C 2.229 0.952 -3.687  -0.15
Si 2.845 0.972 -1.912  0.32
C 3.983 -0.500 -1.551  -0.16
C 3.962 2.513 -1.745  -0.18
O 1.637 1.103 -0.850  -0.48
H 3.056 0.936 -4.403  0.03
H 1.614 1.830 -3.899  0.03
H 1.614 0.077 -3.860  0.00
H 4.875 -0.497 -2.183  0.02
H 3.448 -1.436 -1.717  0.02
H 4.307 -0.492 -0.506  0.02
H 4.741 2.475 -2.513  0.02
H 4.466 2.564 -0.776  0.01
H 3.407 3.444 -1.886  0.02

HOMO level (spin up / spin down): -2.1 / -5.0 eV
gap between HOMO and LUMO (spin up / spin down): 0.14105 / 0.25112 hartree
net charge: -1
E_LUMO (spin up / spin down): 1.749 / 1.860 eV
2S+1: 3

Entry 4:
Here is a structure of composition C6H9FO from the Open Molecules 2025 dataset. Energies are from ωB97M-V/def2-TZVPD.

Each line ends with the Löwdin charge.
Positions of all 17 atoms, in Å:
C -2.370 -0.125 1.033  -0.09
C -1.585 0.136 -0.383  -0.19
C -0.228 -0.481 -0.238  -0.26
C 1.078 0.040 -0.395  -0.27
C 2.379 -0.647 -0.319  -0.14
C 1.302 1.532 -0.149  -0.19
H -2.442 -1.260 1.458  0.11
H -1.847 0.464 1.821  0.06
H -3.447 0.311 0.732  0.10
H -1.606 1.273 -0.730  0.13
H -1.749 -0.500 -1.365  0.15
H 3.346 -0.166 -0.818  0.09
H 2.767 -1.119 0.860  0.16
H 2.192 -1.739 -1.215  0.17
H 0.408 2.161 -0.690  0.15
O 2.404 1.897 0.382  -0.02
F -0.602 -1.778 0.017  0.02

HOMO level: -9.4 eV
gap between HOMO and LUMO: 0.34804 hartree
net charge: 0
E_LUMO: 0.118 eV

The calculation returns the following energy values, one per record and in order: -964.70864, -840.67943, -2585.69047, -408.93295 Eh.
The calculation returns the following ΔE to the lowest compared entry with this formula, charge and spin values, one per record and in order: 85.1, 125.9, 38.8, 103.3 kcal/mol.
The calculation returns the following max |F| values, one per record and in order: 2.75, 9.27, 5.47, 6.31 eV/A.